# 1
The following is a quantum chemistry calculation of a single C2H8NO2PS molecule at a distorted geometry, from the Open Molecules 2025 dataset.

Geometry as XYZ:
```
15
Properties=species:S:1:pos:R:3
C 0.516 1.592 -0.618
C 0.268 0.192 0.119
N 1.420 -0.658 -0.101
O 1.908 -1.303 1.123
O -1.298 -2.015 -0.370
P -1.310 -0.387 -0.718
S -2.745 0.276 0.754
H -0.331 2.198 -0.694
H 1.327 2.311 -0.160
H 0.681 1.257 -1.557
H 0.178 0.403 1.166
H 2.861 -1.156 1.355
H -3.398 1.015 -0.008
H 1.163 -1.350 -0.878
H -1.238 -2.375 0.585
```

Computed properties:
- Total energy: -27910.60655 eV
- HOMO-LUMO gap: 9.47 eV
- SMILES string: C[C@H](NO)P(O)S
- E_LUMO: 0.02439 Eh
- ΔE to the lowest compared entry with this formula, charge and spin: 5.262 eV
- Highest occupied orbital energy: -8.8057 eV
- Molar mass: 141.13 g mol⁻¹



# 2
The following is a quantum chemistry calculation of a molecular structure, C43H79BN4O13PtS6 at a distorted geometry, from the Open Molecules 2025 dataset.

Geometry as XYZ:
```
147
Properties=species:S:1:pos:R:3
Pt 4.172 -18.184 -6.308
B 4.768 -19.497 -9.878
H 4.327 -20.231 -9.222
H 4.834 -19.885 -10.882
H 4.176 -18.598 -9.951
H 5.740 -19.284 -9.461
C -1.797 -13.686 -7.909
C -1.156 -14.256 -6.642
C -1.976 -14.259 -5.386
O -0.357 -15.448 -6.630
H -2.682 -13.110 -7.638
H -2.034 -14.409 -8.690
H -1.136 -13.043 -8.489
H -0.477 -13.473 -6.304
H -2.577 -13.357 -5.271
H -1.361 -14.350 -4.490
H -2.731 -15.045 -5.394
C 1.676 -18.401 -15.879
C 0.363 -17.652 -15.511
C -0.822 -18.143 -16.417
S -0.089 -18.205 -18.067
O -0.184 -16.828 -18.630
O -0.693 -19.329 -18.811
C 1.667 -18.458 -17.460
H 1.647 -19.402 -15.448
H 2.521 -17.819 -15.513
H 0.460 -16.613 -15.826
H 0.095 -17.723 -14.457
H -1.727 -17.548 -16.537
H -1.187 -19.117 -16.093
H 2.295 -17.733 -17.977
H 1.955 -19.458 -17.786
C 6.496 -12.966 0.705
C 5.134 -12.226 0.467
C 4.236 -13.036 -0.496
S 4.618 -14.766 -0.156
O 5.055 -15.305 -1.481
O 3.490 -15.386 0.594
C 6.113 -14.482 0.890
H 7.029 -12.505 1.536
H 7.148 -12.812 -0.155
H 5.459 -11.336 -0.072
H 4.745 -12.023 1.465
H 4.717 -12.918 -1.467
H 3.153 -12.914 -0.530
H 6.871 -15.253 1.027
H 5.720 -14.485 1.907
C -5.259 -16.021 4.420
C -5.211 -17.001 3.283
C -4.370 -16.368 2.152
S -4.687 -14.560 2.305
O -5.432 -14.052 1.157
O -3.480 -13.881 2.715
C -5.744 -14.718 3.810
H -4.289 -15.961 4.914
H -6.038 -16.242 5.149
H -6.233 -17.213 2.968
H -4.901 -18.003 3.581
H -4.493 -16.599 1.094
H -3.319 -16.564 2.364
H -6.800 -14.653 3.546
H -5.618 -13.835 4.436
C -2.456 -23.885 -4.141
C -2.697 -23.220 -2.812
C -1.608 -22.212 -2.747
S -0.051 -23.083 -3.208
O 0.591 -23.526 -1.983
O 0.740 -22.247 -4.155
C -0.986 -24.417 -4.177
H -2.633 -23.183 -4.956
H -3.246 -24.613 -4.324
H -2.548 -24.008 -2.073
H -3.735 -22.894 -2.879
H -1.313 -21.562 -1.924
H -1.763 -21.435 -3.496
H -0.749 -25.311 -3.600
H -0.588 -24.389 -5.191
C -12.133 -17.085 -5.549
C -10.697 -17.039 -5.775
C -9.975 -16.884 -4.395
S -10.809 -18.221 -3.467
O -10.907 -17.970 -2.045
O -10.277 -19.478 -3.924
C -12.404 -17.891 -4.294
H -12.751 -17.511 -6.340
H -12.418 -16.039 -5.435
H -10.384 -16.204 -6.402
H -10.311 -17.909 -6.307
H -10.289 -15.999 -3.842
H -8.921 -17.104 -4.226
H -12.881 -17.201 -3.599
H -12.992 -18.807 -4.347
C -1.996 -5.777 -3.833
C -2.194 -6.385 -2.466
C -0.866 -7.075 -2.208
S 0.492 -6.044 -2.908
O 1.299 -6.950 -3.753
O 1.119 -5.240 -1.791
C -0.673 -5.033 -3.913
H -2.869 -5.137 -3.963
H -2.040 -6.530 -4.620
H -3.151 -6.907 -2.475
H -2.443 -5.600 -1.752
H -0.776 -8.002 -2.775
H -0.604 -7.297 -1.174
H -0.309 -4.760 -4.903
H -0.812 -4.167 -3.265
N -4.909 -11.829 -16.963
C -4.832 -11.646 -15.605
C -4.949 -10.244 -15.393
C -5.029 -9.650 -16.644
C -5.199 -10.633 -17.559
H -4.867 -12.694 -17.483
H -4.635 -12.495 -14.967
H -4.938 -9.723 -14.447
H -5.063 -8.578 -16.771
H -5.315 -10.465 -18.620
N -2.741 -20.270 -9.798
C -2.221 -21.394 -10.410
C -3.367 -21.946 -11.037
C -4.524 -21.132 -10.855
C -4.078 -20.010 -10.136
H -2.132 -19.561 -9.415
H -1.156 -21.569 -10.386
H -3.402 -22.822 -11.668
H -5.550 -21.279 -11.158
H -4.611 -19.145 -9.771
N -7.491 -4.100 -9.281
C -8.783 -4.537 -9.025
C -8.736 -5.933 -9.056
C -7.409 -6.322 -9.195
C -6.637 -5.206 -9.399
H -7.222 -3.173 -9.578
H -9.613 -3.847 -9.066
H -9.522 -6.666 -9.163
H -7.046 -7.337 -9.255
H -5.609 -4.973 -9.632
N 1.532 -6.079 -12.417
C 1.243 -7.185 -11.658
C 2.164 -7.295 -10.699
C 3.027 -6.233 -10.831
C 2.527 -5.422 -11.819
H 0.970 -5.792 -13.206
H 0.387 -7.758 -11.983
H 2.265 -8.182 -10.090
H 3.848 -6.109 -10.141
H 2.864 -4.518 -12.305
```

Computed properties:
- Expectation value of S²: 2.1195
- Total energy: -147364.12284 eV
- HOMO-LUMO gap (spin up / spin down): 4.75 / 4.31 eV
- E_LUMO (spin up / spin down): -0.12508 / -0.14109 Eh
- Spin multiplicity: 3
- Highest occupied orbital energy (spin up / spin down): -8.1534 / -8.1534 eV
- Molar mass: 1258.41 g mol⁻¹



# 3
The following is a quantum chemistry calculation of a single C3HF4NO molecule at a distorted geometry, from the Open Molecules 2025 dataset.

Geometry as XYZ:
```
10
Properties=species:S:1:pos:R:3
C -2.269 -1.043 0.263
C -2.095 0.040 -0.424
C 0.344 -1.485 -0.445
N 0.275 -0.143 -0.553
O -0.888 0.278 -1.168
F -3.271 -1.661 0.907
F -2.897 1.100 -0.586
F 1.143 -1.845 0.610
F 0.414 -2.302 -1.464
H 0.282 0.475 0.210
```

Computed properties:
- Total energy: -17527.30879 eV
- HOMO-LUMO gap (spin up / spin down): 7.55 / 9.56 eV
- E_LUMO (spin up / spin down): -0.04036 / -0.00910 Eh
- ΔE to the lowest compared entry with this formula, charge and spin: 4.291 eV
- Highest occupied orbital energy (spin up / spin down): -8.6498 / -9.8114 eV
- Molar mass: 143.04 g mol⁻¹



# 4
The following is a quantum chemistry calculation of a single C18H19N5O molecule, from the Open Molecules 2025 dataset.

Geometry as XYZ:
```
43
Properties=species:S:1:pos:R:3
C 6.426 1.285 -1.193
C 5.692 1.292 0.126
O 6.044 1.954 1.072
C 4.457 0.464 0.143
C 3.199 1.067 0.157
N 2.074 0.388 0.153
C 2.176 -0.936 0.146
N 3.326 -1.618 0.175
C 4.457 -0.938 0.182
C 5.719 -1.738 0.260
H 6.507 -1.173 0.751
H 6.049 -2.010 -0.742
H 5.525 -2.658 0.805
N 1.061 -1.714 0.122
C -0.260 -1.340 0.110
N -0.599 -0.082 0.110
C -1.919 0.192 0.101
C -2.343 1.532 0.106
C -3.675 1.856 0.098
C -4.651 0.825 0.084
C -4.254 -0.487 0.079
C -2.894 -0.841 0.088
C -2.388 -2.169 0.085
N -1.100 -2.401 0.096
C -3.290 -3.360 0.070
H -2.689 -4.264 0.069
H -3.935 -3.356 0.947
H -3.919 -3.345 -0.819
H -5.000 -1.269 0.069
C -6.108 1.175 0.073
H -6.368 1.768 0.950
H -6.720 0.277 0.070
H -6.355 1.764 -0.810
C -4.104 3.290 0.105
H -4.706 3.515 -0.775
H -4.711 3.504 0.985
H -3.239 3.947 0.112
H -1.579 2.294 0.118
H 1.224 -2.713 0.126
H 3.101 2.145 0.163
H 6.545 0.272 -1.569
H 5.830 1.842 -1.915
H 7.395 1.765 -1.086
```

Computed properties:
- Total energy: -28473.96388 eV
- HOMO-LUMO gap: 8.35 eV
- SMILES string: CC(=O)c1cnc(Nc2nc(C)c3cc(C)c(C)cc3n2)nc1C
- E_LUMO: 0.01196 Eh
- ΔE to the lowest compared entry with this formula, charge and spin: 0.000 eV
- Highest occupied orbital energy: -8.0278 eV
- Molar mass: 321.38 g mol⁻¹